2 unconnected molecules or ions with the total composition C5H9N2O2S at a distorted geometry, computed with the ωB97M-V functional and the def2-TZVPD basis.

gap between HOMO and LUMO (alpha / beta): 7.5 / 7.5 eV
lowest unoccupied orbital energy (alpha / beta): -5.47 / -5.47 eV
net charge: +1
calculated total energy: -23226.8700 eV

Geometry as XYZ:
```
19
Properties=species:S:1:pos:R:3:mulliken_charge:R:1
C 0.853 -0.616 -0.279 -0.2060
C 1.423 -1.234 1.794 0.3577
C -0.575 0.992 -1.514 -0.5842
C -1.391 -0.284 -1.665 -0.7432
C -0.261 1.320 0.872 -1.0480
N 0.976 -2.481 1.823 0.1669
N 0.353 0.783 -0.337 0.1127
O 0.532 -3.153 0.931 -0.2776
O 1.263 -0.251 2.463 -0.4983
S -0.123 -1.557 -1.189 0.1657
H 2.514 -1.419 1.324 0.2746
H -0.025 1.056 -2.361 0.4869
H -1.236 1.856 -1.354 0.3172
H -2.099 -0.493 -0.947 0.3856
H -1.826 -0.383 -2.582 0.4931
H -1.071 0.677 1.320 0.3654
H 0.406 1.594 1.585 0.5170
H -0.901 2.172 0.498 0.3307
H 1.188 1.422 -0.382 0.3839
```